Molecular formula: C40H85Cl34N6O3P2S
Method: DFT, ωB97M-V with the def2-TZVPD basis set

Output
**HOMO**: -11.30 eV
**Multiplicity**: 1
**HOMO-LUMO gap**: 8.757 eV
**F_max**: 1.4 eV/A
**LUMO energy**: -0.093 hartree
**Charge**: +1

Last column: Mulliken charge in e.
CARTESIAN COORDINATES (ANGSTROEM)
1 N -3.1635 3.3006 -1.4094  -0.40
2 C -2.7509 3.2662 -2.8217  -0.23
3 C -3.4188 2.1668 -3.6445  -0.56
4 C -3.2787 0.7489 -3.0831  0.29
5 C -2.0492 0.0105 -3.6120  -1.11
6 N -0.8370 0.8144 -3.6377  0.02
7 C -0.0247 1.1330 -2.6416  0.14
8 N 1.0085 1.9774 -2.8389  -0.55
9 C 1.5615 2.1278 -1.6538  0.05
10 P 3.0132 3.2365 -1.5108  0.76
11 O 3.1821 3.5595 0.0336  -0.33
12 O 2.4863 4.5877 -2.1586  -0.49
13 S 4.5634 2.5051 -2.3158  -0.28
14 N 0.9310 1.4262 -0.7260  0.78
15 N -0.1105 0.7370 -1.3413  0.17
16 P -1.2865 -0.4183 -0.4983  -0.23
17 N -0.7616 -1.9338 -0.9573  -0.27
18 O -0.6928 -0.3264 1.0040  -0.09
19 H -3.6202 2.4496 -1.1155  0.26
20 H -2.3594 3.4456 -0.8171  0.10
21 H -2.9987 4.2286 -3.2710  0.44
22 H -1.6626 3.1732 -2.8859  -0.17
23 H -4.4618 2.4169 -3.8255  0.39
24 H -2.9434 2.1702 -4.6265  -0.03
25 H -3.3117 0.7230 -1.9971  0.28
26 H -4.1355 0.1742 -3.4392  0.23
27 H -1.8893 -0.9359 -3.0982  0.19
28 H -2.2483 -0.2571 -4.6476  0.35
29 H -0.6097 1.2655 -4.5086  0.32
30 H 2.3469 3.6219 0.5275  0.14
31 H 1.7276 4.4498 -2.7446  0.35
32 H 1.1667 1.4088 0.2635  0.04
33 H -0.3833 -2.4638 -0.1766  0.07
34 H -1.5259 -2.4378 -1.3893  0.25
35 H 0.2489 -0.5609 1.0066  0.14
36 Cl 1.7060 4.4327 2.8401  -0.15
37 C 0.3555 3.3936 3.3666  -0.42
38 C 0.8357 2.0359 3.7970  0.44
39 Cl 1.4865 1.0987 2.4047  -0.42
40 H -0.3484 3.3281 2.5399  0.04
41 H -0.1386 3.8863 4.2019  0.54
42 H 0.0013 1.4647 4.2025  -0.09
43 H 1.6191 2.0877 4.5468  0.00
44 Cl 10.1610 -0.4293 -0.6842  -0.20
45 C 8.9821 0.2615 -1.8327  -0.38
46 C 7.5789 -0.2040 -1.5525  0.18
47 Cl 7.3662 -1.9404 -1.9101  -0.24
48 H 9.2958 -0.0110 -2.8372  0.23
49 H 9.0322 1.3444 -1.7323  0.35
50 H 6.8823 0.3252 -2.1987  -0.36
51 H 7.3037 -0.0415 -0.5136  0.39
52 Cl -6.0951 -0.2881 -6.1067  -0.09
53 C -5.3240 -0.5474 -7.6974  -0.43
54 C -3.8285 -0.4650 -7.5705  -0.43
55 Cl -3.3025 1.2005 -7.1806  -0.19
56 H -5.7138 0.1949 -8.3887  0.31
57 H -5.6142 -1.5353 -8.0465  0.21
58 H -3.3454 -0.7457 -8.5042  0.42
59 H -3.4706 -1.1233 -6.7825  0.26
60 Cl 1.4097 -4.8672 -0.9383  -0.19
61 C 1.9988 -5.4013 0.6610  -0.35
62 C 0.9523 -5.2106 1.7236  -0.61
63 Cl 0.6500 -3.4713 2.0442  -0.16
64 H 2.9065 -4.8466 0.8829  0.34
65 H 2.2439 -6.4587 0.5807  0.33
66 H 1.2809 -5.6520 2.6615  0.42
67 H 0.0046 -5.6690 1.4425  0.18
68 Cl -7.7178 -0.0045 -2.8857  -0.18
69 C -9.0598 0.7095 -3.8210  -0.43
70 C -10.4075 0.1785 -3.4088  -0.48
71 Cl -10.6287 -1.5405 -3.8247  -0.16
72 H -8.8597 0.5121 -4.8717  0.26
73 H -9.0295 1.7847 -3.6538  0.33
74 H -11.1815 0.7374 -3.9317  0.31
75 H -10.5690 0.2763 -2.3387  0.34
76 Cl 6.7648 1.2316 -4.4581  -0.20
77 C 6.2483 0.4229 -5.9634  -0.50
78 C 7.1257 -0.7568 -6.2894  -0.37
79 Cl 8.7730 -0.2593 -6.7494  -0.21
80 H 6.2567 1.1647 -6.7573  0.39
81 H 5.2246 0.0863 -5.8090  0.25
82 H 6.7091 -1.2994 -7.1367  0.33
83 H 7.2080 -1.4371 -5.4448  0.27
84 Cl -2.7476 0.2054 5.9189  -0.21
85 C -1.6952 -0.9786 5.0976  -0.45
86 C -2.0546 -1.1172 3.6407  0.20
87 Cl -3.6195 -1.9268 3.4041  -0.13
88 H -1.7698 -1.9264 5.6246  0.48
89 H -0.6736 -0.6109 5.1918  0.28
90 H -1.3098 -1.7311 3.1394  -0.23
91 H -2.0941 -0.1479 3.1511  0.10
92 Cl -9.3943 -2.4647 -7.4210  -0.16
93 C -9.1421 -4.0439 -6.6358  -0.37
94 C -7.6904 -4.3315 -6.3613  -0.35
95 Cl -6.7608 -4.6157 -7.8618  -0.20
96 H -9.5867 -4.8057 -7.2706  0.35
97 H -9.6837 -4.0141 -5.6915  0.20
98 H -7.6058 -5.2376 -5.7643  0.34
99 H -7.2208 -3.5101 -5.8253  0.19
100 Cl 5.2175 1.9395 5.9931  -0.20
101 C 4.8531 3.6390 6.3899  -0.53
102 C 3.6971 3.7576 7.3478  -0.60
103 Cl 2.1501 3.2688 6.6029  -0.09
104 H 4.6546 4.1615 5.4574  0.29
105 H 5.7451 4.0638 6.8463  0.38
106 H 3.5840 4.7955 7.6558  0.38
107 H 3.8363 3.1480 8.2318  0.37
108 Cl -4.0088 -2.2942 11.6689  -0.19
109 C -3.7426 -0.8979 10.5927  -0.39
110 C -3.1665 -1.3048 9.2634  0.01
111 Cl -1.4877 -1.8964 9.3990  -0.20
112 H -3.0904 -0.1987 11.1095  0.32
113 H -4.7114 -0.4267 10.4354  0.30
114 H -3.1435 -0.4475 8.5946  0.17
115 H -3.7599 -2.0892 8.8013  0.01
116 Cl -5.5948 -2.2335 7.1747  -0.12
117 C -7.1441 -2.2453 6.2882  -0.58
118 C -7.3298 -3.5239 5.5129  -0.44
119 Cl -6.1505 -3.6474 4.1828  -0.14
120 H -7.1504 -1.3789 5.6320  0.31
121 H -7.9412 -2.1371 7.0214  0.33
122 H -8.3264 -3.5508 5.0762  0.32
123 H -7.2036 -4.3974 6.1469  0.32
124 Cl 12.0542 -6.3891 -1.4138  -0.19
125 C 11.0130 -5.0063 -1.8401  -0.37
126 C 9.5655 -5.2616 -1.5135  0.03
127 Cl 8.8439 -6.5126 -2.5621  -0.20
128 H 11.1489 -4.8011 -2.8987  0.32
129 H 11.3664 -4.1502 -1.2680  0.23
130 H 8.9951 -4.3494 -1.6692  -0.12
131 H 9.4435 -5.5823 -0.4824  0.33
132 Cl 11.4876 -3.7886 -10.7106  -0.18
133 C 11.3954 -2.0167 -10.5470  -0.47
134 C 10.2758 -1.5885 -9.6350  -0.38
135 Cl 8.6698 -1.9090 -10.3438  -0.19
136 H 11.2799 -1.5952 -11.5420  0.33
137 H 12.3457 -1.6839 -10.1332  0.31
138 H 10.3342 -0.5159 -9.4596  0.28
139 H 10.3233 -2.0992 -8.6776  0.31
140 Cl -2.8813 4.3722 1.9038  -0.09
141 C -4.0175 5.7450 1.7778  -0.62
142 C -5.4208 5.3461 2.1530  -0.45
143 Cl -6.1439 4.2316 0.9664  -0.16
144 H -3.9667 6.1202 0.7593  0.33
145 H -3.6600 6.5169 2.4565  0.34
146 H -6.0501 6.2335 2.1863  0.33
147 H -5.4477 4.8605 3.1250  0.30
148 Cl 1.0187 8.1621 0.7222  -0.19
149 C 2.1453 7.8124 -0.6183  0.09
150 C 3.5835 8.0271 -0.2252  -0.39
151 Cl 3.9561 9.7469 0.0444  -0.19
152 H 1.8652 8.4426 -1.4583  0.38
153 H 1.9997 6.7704 -0.8968  -0.24
154 H 4.2332 7.6789 -1.0266  0.29
155 H 3.8287 7.4856 0.6850  0.28
156 Cl -3.2703 -7.1793 3.7233  -0.15
157 C -2.9442 -8.7574 2.9629  -0.45
158 C -1.4712 -9.0467 2.8382  -0.48
159 Cl -0.6581 -7.9702 1.6619  -0.19
160 H -3.4368 -8.7639 1.9943  0.32
161 H -3.4013 -9.5182 3.5928  0.31
162 H -1.3281 -10.0662 2.4860  0.32
163 H -0.9599 -8.9302 3.7896  0.31
164 Cl 2.1114 3.5464 10.2375  -0.19
165 C 0.8770 4.7870 9.8917  -0.39
166 C -0.5204 4.2806 10.1402  -0.53
167 Cl -1.0073 3.0328 8.9608  -0.12
168 H 1.0041 5.1051 8.8593  0.23
169 H 1.0829 5.6312 10.5473  0.38
170 H -1.2262 5.1036 10.0436  0.30
171 H -0.6145 3.8523 11.1344  0.33

Atomic forces in eV per Å
0.1497 0.0541 -0.3653
-0.0879 0.0478 0.3431
0.4591 0.0492 0.0056
-0.3577 -0.0820 -0.3587
-0.4585 0.1992 -0.0981
0.2056 -0.4218 0.0443
-0.2955 -0.0615 0.0867
-0.0837 0.1745 -0.0928
-0.1697 0.2999 -0.2864
1.4118 -0.1824 0.0231
-0.5635 -0.3378 -0.1552
-0.7585 0.0135 0.1581
-0.2492 -0.0980 0.1016
0.3311 -0.0574 -0.0918
0.6436 0.1199 0.1905
-1.2448 -0.0935 0.1814
-0.1095 0.3656 0.1593
0.4562 0.3878 -0.9618
-0.0503 0.0159 0.0717
-0.1364 0.0606 0.2385
-0.0011 0.0314 -0.1145
0.0476 -0.0236 -0.0916
-0.1298 -0.0621 0.1795
-0.1490 0.1382 -0.1330
0.0044 0.0364 0.0483
-0.0746 -0.1192 0.1503
0.1862 0.0083 0.1279
0.1120 0.0348 -0.1011
0.1216 0.0356 -0.0098
0.1635 0.3929 0.3410
0.1094 0.1231 -0.1984
-0.4926 -0.2847 0.1356
0.3158 -0.3386 -0.1986
0.1581 -0.2260 -0.0908
-0.0165 -0.1816 0.5993
-0.0055 0.0426 -0.1278
-0.0679 -0.0475 -0.0277
-0.3280 0.0233 0.1575
0.5610 -0.0040 0.3071
0.0099 0.0181 0.0405
0.0733 0.0159 0.0353
-0.0313 -0.0300 -0.1088
0.1176 -0.0571 -0.2364
0.0039 -0.0234 -0.0181
0.0298 0.0313 -0.0604
-0.0871 0.1076 0.0901
-0.0458 -0.0702 -0.0330
0.0041 -0.0271 0.0034
-0.0105 -0.0006 0.0358
0.0641 -0.0721 0.1596
0.0379 -0.0695 0.0210
-0.0680 -0.0466 0.0216
-0.0915 -0.0154 0.0042
0.0905 -0.0662 -0.0917
0.1302 -0.0608 -0.0202
0.0095 0.0550 0.0556
-0.0237 -0.0956 0.0527
-0.0435 0.0635 -0.0412
0.0041 0.0323 0.0285
0.0100 0.0331 -0.0003
0.0647 -0.0344 0.0167
-0.0887 -0.1215 -0.0899
-0.0538 0.1360 0.0199
-0.0107 0.0345 -0.0276
-0.0564 -0.0144 -0.0237
0.0272 0.0708 0.0311
0.1640 0.3555 0.0636
0.0339 -0.0344 0.0411
-0.0013 0.0689 -0.1709
-0.0536 0.0407 0.0584
0.0363 -0.0226 0.0045
-0.0085 -0.0530 0.0065
0.0075 -0.0060 0.0498
-0.0010 -0.0262 -0.0369
0.0490 -0.0134 0.0162
0.0811 0.1236 -0.3123
-0.0771 -0.0548 -0.0594
-0.0530 -0.1488 -0.0723
0.0344 0.0406 0.0813
0.0782 0.0238 0.0182
0.0139 -0.0227 0.0534
0.0108 0.0404 -0.0345
0.0248 0.0409 0.0344
0.0229 0.0667 -0.0213
0.0506 -0.0222 0.0078
0.1133 -0.0717 -0.0153
0.1032 0.1665 -0.0110
-0.0831 0.0173 0.0307
0.0087 -0.0197 0.0017
0.0406 -0.0103 0.0594
-0.0624 0.0157 0.0185
0.0791 0.0102 -0.0576
-0.1385 -0.0320 0.0883
0.0419 0.0049 0.0689
0.0338 0.0925 0.0268
0.0263 0.0216 -0.0488
0.0186 0.0269 0.0182
-0.0226 -0.0200 -0.0240
0.0099 0.0366 -0.0554
-0.0274 -0.0014 -0.0413
-0.0014 0.0428 -0.0630
0.2242 0.1274 -0.0538
-0.0611 0.0886 0.1673
-0.0200 -0.0256 -0.0150
0.0018 -0.0366 0.0400
-0.0194 0.0082 -0.0190
0.0022 -0.0897 -0.0331
0.0128 0.0016 0.0110
-0.0237 0.0492 0.0288
-0.0194 0.0284 -0.0651
0.0070 -0.0100 -0.0291
0.0313 -0.0321 0.0165
-0.0126 -0.0289 -0.0269
0.0047 0.0206 0.0285
0.1612 -0.0232 0.1503
-0.1610 0.0438 -0.0945
-0.0779 0.0235 0.0103
-0.0405 -0.0178 0.0167
-0.1914 -0.2091 -0.0263
0.0502 -0.0133 -0.0271
0.0347 -0.0456 0.0456
0.0165 0.0526 -0.0437
0.0517 0.0124 0.0177
0.0014 -0.0060 -0.0159
0.0404 0.0620 0.0007
-0.0407 0.0599 0.0353
-0.0057 -0.0113 0.0099
0.0001 -0.0473 -0.0151
-0.0181 -0.0048 0.0247
0.0005 0.0529 -0.0180
0.0173 -0.0549 -0.0091
-0.0078 -0.0019 -0.0149
0.0499 0.0315 -0.0219
0.0399 0.0723 0.0488
-0.0317 -0.0131 0.0355
-0.0331 -0.0362 -0.0173
-0.0054 -0.0134 0.0325
0.0013 0.0093 -0.0395
-0.0255 -0.0537 -0.0207
0.0954 -0.0902 0.0508
-0.0650 0.1873 -0.0571
-0.0493 -0.0101 0.0302
0.0095 -0.0172 0.0207
0.0078 -0.0943 -0.0391
0.0224 -0.0453 0.0404
0.0169 0.0180 -0.0311
0.0105 -0.0315 -0.0076
-0.0093 -0.0325 -0.0076
-0.0266 -0.0653 -0.0640
0.0622 -0.0267 -0.0181
-0.0025 -0.0023 0.0219
-0.0002 0.0604 0.0369
0.0216 -0.0042 0.0351
-0.0194 0.0080 -0.0230
-0.0174 0.0248 0.0273
0.0431 0.0260 -0.0266
-0.0597 -0.0106 -0.0187
0.0148 -0.1174 0.0829
-0.1435 -0.3204 0.0086
0.0306 0.0218 -0.0217
0.0166 0.0042 0.0279
-0.0015 0.0190 -0.0615
-0.0047 0.0620 0.0018
-0.1003 0.0031 0.1613
0.0173 0.0790 -0.0286
-0.0534 0.0403 0.0273
-0.0026 -0.0199 0.0060
-0.0040 -0.0719 -0.0272
-0.0183 -0.0267 0.0440
0.0096 0.0094 -0.0278
0.0204 -0.0495 -0.0129